Entry 1:
A 2-piece molecular cluster, C5H11O3 overall in a non-equilibrium geometry, computed with ωB97M-V/def2-TZVPD.

Results
**LUMO level**: 0.1228 hartree
**Total charge**: -1
**Multiplicity**: 1
**Energy**: -422.8719 Eh

Element x y z (Å)
O 1.994 2.111 -0.850
O -3.415 -0.056 0.122
O 1.930 0.095 -1.915
C -0.471 -1.348 0.846
C 0.133 0.084 0.801
C 0.059 0.697 -0.598
C -0.331 -2.152 2.121
C 1.500 1.025 -1.187
H -0.373 -0.088 -1.225
H -0.593 1.546 -0.793
H -1.005 -3.005 2.220
H -0.554 -1.532 3.006
H -3.632 0.853 -0.129
H 1.194 -0.118 1.035
H -0.063 -2.031 0.089
H -0.241 0.698 1.612
H 0.683 -2.559 2.244
H -1.514 -1.200 0.566
H -2.837 -0.135 0.866

Entry 2:
One molecule with the formula C21H25NO7, computed with ωB97M-V/def2-TZVPD.

Results
**LUMO level**: 0.0099 hartree
**SMILES string**: Cc1c(C)c2c(OCC(=O)N[C@@H](C)C(=O)O)cc3c(c2oc1=O)CCC(C)(C)O3
**Multiplicity**: 1
**Energy**: -1396.7333 Eh

Element x y z (Å)
O 0.048 -2.851 1.493
O -1.679 -1.845 2.477
O 2.778 1.459 -3.894
O 2.421 0.408 2.399
O -0.407 2.278 1.558
O -2.258 -1.614 -0.233
O 1.142 0.581 -2.708
N 0.311 0.041 3.126
C -1.366 0.409 0.517
C 0.463 -1.379 3.377
C -2.339 -2.667 -1.212
C 1.287 0.793 2.579
C 0.308 1.646 -0.717
C -0.498 -0.545 -1.513
C -0.385 -2.126 2.347
C 0.854 4.133 -0.363
C -0.378 -1.697 -2.465
C 0.041 -1.735 4.799
C -2.839 -3.891 -0.444
C -3.354 -2.256 -2.282
C -1.393 -0.595 -0.454
C 0.319 0.582 -1.638
C 0.852 2.218 2.215
C 1.063 2.827 -1.068
C 1.906 2.786 -2.135
C -0.486 1.465 0.438
C 2.724 3.960 -2.568
C 2.019 1.597 -2.965
C -0.952 -2.943 -1.799
H -2.174 -2.157 1.691
H -3.019 -4.712 -1.131
H 3.332 4.333 -1.745
H 0.189 -2.796 4.975
H -0.898 -1.474 -3.400
H 0.601 4.895 -1.100
H -3.090 -1.292 -2.710
H -3.768 -3.656 0.072
H -3.385 -3.000 -3.074
H -1.018 -3.766 -2.510
H 0.673 -1.848 -2.713
H -2.094 -4.204 0.285
H 0.052 4.078 0.364
H -4.343 -2.171 -1.839
H -0.619 0.426 3.208
H 3.374 3.656 -3.385
H -1.010 -1.497 4.949
H 0.640 -1.173 5.511
H 0.734 2.813 3.124
H 1.653 2.647 1.606
H 2.086 4.774 -2.911
H -0.294 -3.241 -0.980
H 1.516 -1.619 3.202
H -2.026 0.334 1.366
H 1.769 4.459 0.130

Entry 3:
One molecule with the formula H5N3S in a non-equilibrium geometry, computed with ωB97M-V/def2-TZVPD.

Results
**LUMO level**: 0.0327 hartree
**Multiplicity**: 1
**Energy**: -565.3675 Eh

Element x y z (Å)
S 0.169 -0.707 0.269
N -0.983 0.352 0.840
N 1.531 -0.060 0.655
N -0.304 -0.227 -1.468
H 2.373 -0.560 0.255
H -1.015 0.511 1.791
H -0.964 1.111 0.189
H -1.297 -0.013 -1.683
H -0.108 -1.016 -2.093

Entry 4:
A 8-piece molecular cluster, C14H32N4O23S4 overall in a non-equilibrium geometry, computed with ωB97M-V/def2-TZVPD.

Results
**LUMO level**: -0.0540 hartree
**SMILES string**: C[N+](=O)[O-].C[N+](=O)[O-].C[N+](=O)[O-].O=S1(=O)OCCO1.O=S1(=O)OCCO1.O=S1(=O)OCCO1.O=S1(=O)OCCO1.CN(C)C=O
**Multiplicity**: 1
**Energy**: -4094.0882 Eh

Element x y z (Å)
S 1.507 1.544 0.835
S 0.453 -2.802 -2.622
S -2.163 -3.092 0.088
S 1.055 4.543 -3.693
O 1.944 -2.699 -1.864
O 0.634 -2.878 -4.081
O 2.530 1.609 -0.254
O 1.840 4.271 -2.200
O 1.773 3.178 -4.309
O 1.356 -2.507 0.313
O -2.849 -2.999 1.646
O 0.199 1.564 -2.624
O 1.126 -0.017 1.143
O -2.884 -3.937 -0.841
O -1.710 1.309 3.374
O 1.692 2.310 2.079
O 2.426 -1.150 4.631
O -0.404 4.501 -3.505
O 1.597 5.654 -4.424
O 3.515 -2.702 0.028
O -0.300 -3.903 -1.965
O -0.816 -3.796 0.647
O 0.018 1.699 0.153
O 0.468 -1.778 3.727
O -2.005 -1.715 -0.311
O -0.033 -1.259 -2.172
O -3.481 1.292 2.094
N -2.521 1.867 2.579
N 2.524 -2.339 0.634
N -1.738 0.680 -2.443
N 1.218 -1.039 4.354
C -2.728 -0.223 -2.974
C 2.404 -1.421 -1.866
C 0.572 0.249 4.790
C 1.805 2.908 -1.919
C -0.253 -0.206 1.369
C 1.116 -0.594 -1.636
C -2.271 1.570 -1.455
C -2.297 3.302 2.350
C -0.841 0.603 0.314
C 2.798 -1.394 1.803
C 2.119 2.309 -3.216
C -0.556 0.733 -3.025
C -2.081 -3.682 2.634
C -0.679 -3.664 2.089
H 2.771 -2.011 2.701
H 0.008 -4.416 2.477
H -0.425 0.082 -3.903
H -2.570 3.363 1.297
H 1.554 1.388 -3.352
H 1.856 -0.862 1.936
H -2.747 -0.191 -4.063
H 2.709 2.911 -1.311
H -2.411 -1.243 -2.758
H -0.581 0.066 2.373
H 1.018 1.140 4.350
H -3.770 -0.007 -2.739
H -0.505 -1.231 1.095
H 3.182 2.122 -3.370
H -2.098 -3.262 3.639
H -0.161 -2.748 2.375
H -1.563 2.258 -0.993
H 3.143 -1.381 -1.065
H -1.891 0.848 0.469
H 0.924 -0.624 -0.563
H 0.866 2.551 -1.496
H 1.180 0.476 -1.834
H -2.512 -4.672 2.784
H -3.128 2.155 -1.788
H -0.430 0.304 4.363
H 0.609 0.390 5.871
H 3.730 -0.829 1.808
H -2.685 0.964 -0.649
H -0.943 0.213 -0.699
H -2.894 3.935 3.008
H -1.252 3.549 2.538
H 2.933 -1.139 -2.777

Q: What is the formula in the fourth record?
A: C14H32N4O23S4